(1)
{"formula": "C37H79BFO9", "method": "wB97M-V/def2-TZVPD", "spin_multiplicity": 1, "e_tot_ha": -2258.90035, "total_charge": -1, "e_homo_ev": -4.64, "symbols": ["C", "C", "C", "C", "C", "C", "F", "O", "B", "C", "C", "O", "C", "O", "C", "C", "C", "C", "H", "H", "H", "H", "H", "H", "H", "H", "H", "H", "H", "H", "H", "H", "H", "H", "H", "H", "H", "C", "C", "O", "C", "C", "H", "H", "H", "H", "H", "H", "H", "H", "H", "H", "C", "C", "O", "C", "C", "H", "H", "H", "H", "H", "H", "H", "H", "H", "H", "C", "C", "O", "C", "C", "H", "H", "H", "H", "H", "H", "H", "H", "H", "H", "C", "C", "O", "C", "C", "H", "H", "H", "H", "H", "H", "H", "H", "H", "H", "C", "C", "O", "C", "C", "H", "H", "H", "H", "H", "H", "H", "H", "H", "H", "C", "C", "O", "C", "C", "H", "H", "H", "H", "H", "H", "H", "H", "H", "H"], "xyz": [[3.93876, -7.89011, 4.85295], [3.71167, -6.77545, 4.47363], [3.37911, -5.41871, 4.02465], [3.45330, -5.17435, 2.51634], [3.20519, -6.37677, 1.60261], [1.88506, -7.11443, 1.91451], [4.25751, -7.29619, 1.63897], [4.69117, -4.61386, 2.18082], [4.36534, -3.52231, 1.20345], [5.58356, -2.52341, 0.89416], [6.29819, -1.65419, 0.45306], [3.18041, -2.93200, 1.82178], [2.38391, -4.08207, 2.03192], [1.39837, -3.72657, 2.97050], [0.13595, -3.54421, 2.31688], [-0.94416, -3.27881, 3.36923], [-1.48858, -4.60828, 3.92536], [-0.49070, -5.34606, 4.84937], [3.84793, -8.84639, 5.30790], [2.37864, -5.22386, 4.41564], [4.04132, -4.70741, 4.51477], [3.15242, -6.05359, 0.56644], [2.12841, -7.99504, 2.50318], [1.35577, -7.38063, 1.00085], [1.23395, -6.45250, 2.48944], [4.10908, -4.08077, 0.12642], [6.85228, -0.86671, 0.00326], [2.00729, -4.30127, 1.02474], [0.24865, -2.72159, 1.60737], [-0.10577, -4.48231, 1.80725], [-0.56597, -2.65619, 4.17685], [-1.77282, -2.80205, 2.83911], [-2.38247, -4.40222, 4.51769], [-1.70106, -5.25886, 3.07873], [0.35276, -4.72768, 5.14638], [-0.97802, -5.71912, 5.75246], [-0.10393, -6.22951, 4.34049], [-3.43685, -10.82696, 3.35686], [-2.73330, -9.88598, 4.32144], [-2.39106, -8.63655, 3.75891], [-3.46192, -7.84991, 3.27261], [-4.48635, -7.48372, 4.33308], [-2.81866, -10.99819, 2.47444], [-3.63133, -11.78539, 3.84051], [-4.39299, -10.42550, 3.01762], [-1.79016, -10.33361, 4.63569], [-3.33103, -9.74690, 5.23024], [-3.94260, -8.34411, 2.41972], [-3.01005, -6.93791, 2.88779], [-4.98001, -8.36359, 4.74943], [-5.25618, -6.84033, 3.90489], [-4.00553, -6.95268, 5.15619], [-0.23057, 1.00090, 2.04744], [-1.35804, 1.01133, 3.06036], [-1.09785, 0.22423, 4.20528], [0.03582, 0.58583, 4.97132], [-0.02020, 1.99995, 5.52652], [-0.01406, -0.02169, 1.73371], [-0.50047, 1.58953, 1.16851], [0.69147, 1.41740, 2.45583], [-2.25390, 0.58679, 2.60429], [-1.61404, 2.03835, 3.35106], [0.95218, 0.43244, 4.39204], [0.07004, -0.12445, 5.79779], [-0.04695, 2.75038, 4.73458], [0.85908, 2.19561, 6.14169], [-0.91309, 2.13441, 6.14026], [-0.70212, -3.09704, -3.43855], [-1.43798, -2.91398, -2.12098], [-0.61323, -2.48893, -1.05769], [0.04961, -1.24770, -1.23669], [-0.89194, -0.07281, -1.42999], [0.11499, -3.80990, -3.32108], [-1.38626, -3.46868, -4.20353], [-0.27388, -2.16158, -3.80080], [-1.85190, -3.87313, -1.80629], [-2.28851, -2.23184, -2.24488], [0.76609, -1.31720, -2.06166], [0.63825, -1.09256, -0.33242], [-1.50628, -0.17406, -2.32719], [-0.32286, 0.85454, -1.51479], [-1.56575, 0.00680, -0.57463], [1.18973, 5.19505, -2.18512], [0.04467, 4.58335, -1.39686], [0.45557, 3.69030, -0.37895], [1.28800, 4.23143, 0.63146], [0.65086, 5.37460, 1.40393], [1.80311, 4.41255, -2.63480], [0.80507, 5.83963, -2.97683], [1.84176, 5.80043, -1.55339], [-0.58076, 3.99494, -2.06947], [-0.59842, 5.36747, -0.98013], [2.25261, 4.53598, 0.21078], [1.49415, 3.40977, 1.31656], [0.42995, 6.23059, 0.76413], [1.32229, 5.71298, 2.19416], [-0.28739, 5.05021, 1.85784], [2.20508, 9.31782, -6.03776], [1.09043, 9.32604, -5.00561], [1.37977, 8.56934, -3.84406], [2.51298, 8.97616, -3.09755], [2.42382, 10.40094, -2.57731], [2.43975, 8.29496, -6.33528], [1.90284, 9.87981, -6.92202], [3.12200, 9.76790, -5.65407], [0.19871, 8.87397, -5.44125], [0.81773, 10.35259, -4.73461], [3.42692, 8.83201, -3.68440], [2.57561, 8.28871, -2.25367], [2.36675, 11.13033, -3.38634], [3.30323, 10.63702, -1.97698], [1.53448, 10.52445, -1.95740], [-2.87002, 5.44788, -8.38343], [-2.17560, 6.39287, -7.41760], [-1.86077, 7.65697, -7.97601], [-2.95426, 8.42233, -8.44559], [-3.97911, 8.75821, -7.37514], [-2.25591, 5.29232, -9.27162], [-3.04460, 4.48386, -7.90496], [-3.83540, 5.83494, -8.71288], [-1.22448, 5.95636, -7.11275], [-2.76709, 6.51709, -6.50384], [-3.43247, 7.92308, -9.29605], [-2.52139, 9.34601, -8.83103], [-4.44888, 7.86485, -6.96223], [-4.76701, 9.38564, -7.79373], [-3.50686, 9.29468, -6.55075]], "atomic_forces_ev_per_a": [[-0.51, -0.16, 0.44], [0.15, 0.34, -0.16], [-0.10, -0.56, 0.33], [0.06, 0.39, -1.05], [-0.82, -0.71, 0.14], [0.45, 0.45, 0.03], [-0.01, -0.02, 0.12], [-0.03, -0.12, 0.25], [0.97, -0.50, -0.01], [-0.66, 0.18, 0.12], [0.03, 0.06, -0.05], [-0.48, -0.12, -0.22], [1.65, 2.02, 0.53], [-0.50, -0.95, -0.55], [0.42, 0.20, 0.99], [-0.13, -0.99, -0.72], [0.80, 0.42, 0.77], [-0.22, -0.35, -0.18], [0.38, -0.11, -0.15], [-0.05, 0.09, -0.20], [0.09, 0.09, -0.15], [0.32, 0.42, 0.05], [-0.21, -0.06, 0.05], [0.04, -0.21, 0.00], [-0.07, -0.14, 0.09], [-0.22, 0.22, -0.24], [0.17, -0.06, 0.10], [-0.65, -0.63, 0.31], [-0.22, -0.06, -0.15], [-0.14, 0.19, -0.39], [-0.05, 0.26, -0.11], [0.04, 0.37, 0.22], [-0.25, -0.08, -0.32], [-0.43, 0.03, 0.01], [-0.03, 0.11, -0.03], [-0.04, 0.06, 0.02], [0.22, 0.04, 0.07], [-0.05, 0.07, -0.09], [-0.07, -0.07, 0.05], [0.19, 0.08, -0.03], [-0.14, -0.02, -0.02], [0.01, -0.08, 0.10], [0.02, -0.02, 0.02], [0.03, 0.00, 0.01], [-0.03, -0.03, 0.06], [0.05, 0.09, -0.02], [-0.06, -0.02, -0.02], [-0.06, -0.03, 0.04], [0.12, -0.05, 0.01], [-0.05, 0.00, -0.05], [0.02, 0.02, -0.01], [0.01, 0.03, -0.03], [0.10, -0.01, -0.05], [0.07, 0.10, -0.11], [-0.26, -0.13, 0.18], [0.17, 0.03, -0.04], [-0.10, 0.05, -0.05], [0.01, 0.00, 0.01], [0.00, 0.00, 0.01], [-0.01, 0.04, -0.01], [-0.02, -0.08, 0.10], [0.05, 0.02, -0.01], [0.01, 0.04, 0.00], [-0.07, -0.06, -0.05], [0.08, 0.00, -0.01], [0.00, -0.02, 0.01], [0.01, -0.01, 0.02], [0.09, 0.05, -0.01], [-0.03, 0.01, -0.08], [-0.04, -0.08, 0.18], [0.10, 0.06, -0.06], [-0.14, -0.03, -0.03], [-0.02, -0.01, 0.01], [-0.01, -0.02, 0.02], [-0.06, 0.02, -0.03], [0.04, 0.01, 0.09], [0.02, 0.03, -0.06], [-0.02, 0.03, -0.03], [0.01, -0.14, 0.01], [0.06, 0.01, -0.04], [0.01, 0.00, 0.06], [0.01, 0.05, 0.00], [0.09, -0.02, 0.03], [0.00, 0.13, -0.06], [-0.08, -0.21, 0.02], [0.06, 0.08, 0.06], [-0.10, 0.04, -0.07], [-0.02, -0.01, -0.01], [0.00, 0.01, 0.01], [-0.04, 0.06, -0.01], [0.00, -0.09, 0.07], [0.04, 0.04, 0.00], [-0.02, 0.06, -0.01], [-0.04, -0.08, -0.09], [0.07, 0.03, 0.01], [0.00, -0.03, 0.01], [0.02, -0.02, 0.02], [0.11, -0.02, 0.08], [-0.01, 0.07, -0.12], [-0.12, -0.17, 0.10], [0.07, 0.07, -0.02], [-0.07, 0.04, -0.05], [-0.04, 0.00, -0.03], [-0.03, -0.03, -0.01], [-0.03, 0.07, -0.02], [-0.01, -0.07, 0.09], [0.07, 0.03, -0.01], [0.01, 0.07, -0.01], [-0.09, -0.07, -0.05], [0.08, 0.00, 0.00], [0.00, -0.02, 0.01], [0.02, -0.02, 0.02], [-0.05, 0.09, -0.10], [-0.09, -0.11, 0.05], [0.21, 0.07, 0.01], [-0.11, 0.01, -0.02], [0.03, -0.07, 0.09], [0.02, -0.02, 0.02], [0.03, 0.00, 0.01], [-0.03, -0.03, 0.06], [0.06, 0.12, -0.02], [-0.05, -0.01, -0.02], [-0.05, -0.02, 0.03], [0.09, -0.04, 0.01], [-0.05, 0.00, -0.05], [0.02, 0.01, -0.01], [0.00, 0.02, -0.01]]}

=====

(2)
{"formula": "C38H33AuBrN2O3P2Te", "method": "wB97M-V/def2-TZVPD", "spin_multiplicity": 1, "e_tot_ha": -5463.59642, "total_charge": -1, "e_homo_ev": -4.31, "symbols": ["Au", "Te", "C", "C", "C", "N", "C", "C", "C", "P", "C", "C", "C", "C", "C", "C", "C", "C", "C", "C", "C", "C", "P", "C", "C", "C", "C", "C", "C", "C", "C", "C", "C", "C", "C", "H", "H", "H", "H", "H", "H", "H", "H", "H", "H", "H", "H", "H", "H", "H", "H", "H", "H", "H", "H", "H", "H", "H", "H", "Br", "C", "C", "N", "C", "C", "C", "C", "O", "O", "H", "H", "H", "C", "C", "O", "H", "H", "H", "H", "H", "H"], "xyz": [[-0.73425, 1.25275, -1.05392], [2.91397, -0.56608, 2.00880], [3.01200, -2.69471, 1.97782], [1.97627, -3.46252, 2.50055], [2.00903, -4.84061, 2.34789], [2.99165, -5.49983, 1.73288], [3.98839, -4.76095, 1.24988], [4.04416, -3.37695, 1.34365], [1.33404, -0.25239, 0.76240], [1.46894, 0.30217, -0.90003], [1.38421, -1.17899, -1.99879], [1.81595, -2.42122, -1.53812], [1.71061, -3.55251, -2.33408], [1.17352, -3.45295, -3.61146], [0.74443, -2.21987, -4.08250], [0.84554, -1.09276, -3.27744], [3.18623, 0.85740, -1.20877], [3.59900, 2.02933, -0.57508], [4.90306, 2.47962, -0.68612], [5.82192, 1.75887, -1.44020], [5.41913, 0.60167, -2.08766], [4.10692, 0.15533, -1.97829], [-0.25433, 0.32099, 1.30081], [-0.18629, 0.59932, 3.11768], [0.36471, 1.80230, 3.55748], [0.48151, 2.08521, 4.90884], [0.03589, 1.16509, 5.84948], [-0.52651, -0.02995, 5.42645], [-0.63844, -0.30943, 4.07006], [-1.43674, -1.09343, 1.24611], [-1.05075, -2.36034, 0.82687], [-1.98960, -3.37678, 0.68427], [-3.32660, -3.13607, 0.95855], [-3.72513, -1.86778, 1.37259], [-2.78761, -0.85818, 1.50552], [1.13813, -2.99332, 3.00153], [1.19815, -5.44698, 2.73941], [4.78405, -5.30141, 0.74587], [4.87571, -2.83872, 0.90497], [2.22352, -2.50082, -0.53792], [2.03787, -4.51191, -1.95097], [1.07682, -4.33568, -4.23169], [0.31047, -2.13656, -5.07132], [0.47696, -0.13774, -3.63613], [2.88696, 2.58395, 0.02682], [5.20770, 3.38639, -0.17832], [6.84767, 2.09742, -1.51818], [6.12827, 0.03627, -2.67993], [3.80538, -0.74877, -2.49080], [0.70534, 2.52582, 2.82363], [0.91319, 3.02525, 5.22995], [0.12424, 1.38086, 6.90724], [-0.87807, -0.75195, 6.15359], [-1.08095, -1.24514, 3.75140], [-0.00678, -2.53980, 0.59737], [-1.67201, -4.35638, 0.34623], [-4.06069, -3.92288, 0.83621], [-4.77086, -1.66391, 1.56871], [-3.10993, 0.13687, 1.79640], [-8.47895, 3.80842, -1.96542], [-7.21026, 2.40053, -1.87970], [-7.65250, 1.09461, -1.75385], [-6.81815, 0.06056, -1.69214], [-5.51118, 0.31684, -1.74893], [-4.98233, 1.59681, -1.87495], [-5.85723, 2.66906, -1.94210], [-3.48662, 1.84421, -1.89756], [-3.09436, 3.00343, -2.07696], [-2.78083, 0.80143, -1.72657], [-8.71380, 0.88059, -1.69747], [-4.83435, -0.52599, -1.68399], [-5.46046, 3.67016, -2.03932], [0.57682, 5.96974, -1.51214], [0.57912, 4.45879, -1.37106], [-0.69274, 3.94558, -1.02358], [1.59662, 6.35533, -1.58535], [0.09540, 6.42537, -0.64596], [0.03566, 6.28416, -2.40725], [1.24701, 4.15316, -0.56425], [0.94688, 3.98140, -2.28728], [-1.33979, 4.05921, -1.73432]], "atomic_forces_ev_per_a": [[0.58, -0.19, -0.25], [0.40, -0.19, 0.22], [-0.11, -0.12, -0.08], [0.01, 0.01, -0.04], [-0.02, -0.02, 0.02], [0.00, 0.05, 0.01], [0.03, -0.01, 0.01], [0.04, 0.01, 0.05], [-0.12, 0.82, -0.03], [-0.49, -0.59, -0.24], [0.14, 0.01, 0.09], [0.01, 0.01, 0.00], [-0.01, 0.00, -0.02], [0.00, 0.01, 0.01], [0.01, 0.00, 0.01], [-0.02, 0.05, -0.06], [-0.03, 0.16, 0.04], [-0.01, 0.04, 0.03], [0.02, -0.02, -0.01], [-0.01, 0.00, 0.01], [-0.02, 0.01, -0.01], [0.00, 0.02, -0.03], [-0.49, -0.34, 0.26], [0.10, 0.03, -0.04], [0.02, 0.05, -0.01], [-0.01, -0.03, 0.00], [0.01, 0.00, 0.01], [0.00, 0.01, -0.03], [0.03, -0.03, 0.02], [0.09, -0.01, 0.02], [0.01, -0.01, 0.03], [0.03, -0.02, -0.01], [-0.01, 0.06, 0.02], [0.02, -0.06, -0.03], [-0.03, 0.06, 0.00], [0.00, 0.00, 0.00], [0.00, -0.01, -0.01], [0.00, -0.01, 0.01], [-0.01, 0.00, -0.02], [-0.01, -0.01, 0.00], [0.01, 0.00, 0.00], [0.00, 0.00, 0.00], [0.00, 0.00, 0.00], [-0.01, 0.00, 0.02], [-0.01, -0.03, 0.02], [0.00, 0.00, 0.00], [0.00, 0.01, -0.01], [0.00, 0.00, 0.00], [0.00, -0.02, 0.02], [-0.01, -0.01, -0.01], [0.01, 0.00, 0.00], [0.00, 0.00, 0.00], [0.00, 0.00, 0.00], [0.01, 0.00, 0.00], [-0.01, -0.01, -0.01], [0.00, 0.00, 0.00], [0.00, -0.01, 0.00], [0.00, 0.00, 0.00], [0.01, 0.00, 0.00], [-0.03, 0.02, 0.00], [0.05, -0.01, -0.01], [-0.03, -0.04, 0.00], [0.01, 0.06, 0.00], [0.02, -0.03, 0.03], [-0.03, 0.03, 0.04], [-0.01, -0.02, -0.04], [0.02, -0.12, -0.19], [-0.02, 0.01, 0.02], [-0.03, 0.45, 0.09], [0.00, -0.01, -0.01], [-0.01, 0.00, 0.01], [-0.01, 0.01, 0.01], [0.03, 0.07, -0.03], [-0.10, -0.08, -0.10], [0.10, 0.20, 0.16], [0.00, -0.02, -0.02], [0.02, -0.01, 0.02], [-0.03, -0.02, 0.02], [-0.01, 0.02, 0.01], [0.05, 0.02, 0.01], [-0.12, -0.24, 0.02]]}

=====

(3)
{"formula": "CH2N2O", "method": "wB97M-V/def2-TZVPD", "spin_multiplicity": 1, "smiles": "N=C=NO", "e_tot_ha": -223.89834, "e_homo_ev": [-9.13, -9.13], "symbols": ["C", "N", "N", "O", "H", "H"], "xyz": [[0.33918, 0.09158, 0.18221], [-0.67271, -0.71812, 0.13205], [1.57145, 0.11704, 0.15255], [-1.83637, -0.08867, 0.06320], [2.06263, -0.31278, -0.62356], [-1.46418, 0.91094, 0.09355]], "atomic_forces_ev_per_a": [[0.74, -4.99, -0.67], [3.93, 1.26, 1.13], [-0.17, 0.94, 0.84], [-1.45, 5.07, -0.41], [-0.19, 0.52, -0.57], [-2.86, -2.81, -0.33]]}

=====

(4)
{"formula": "C2H4F4N2", "method": "wB97M-V/def2-TZVPD", "spin_multiplicity": 1, "e_tot_ha": -587.47793, "e_homo_ev": -6.56, "symbols": ["C", "C", "N", "N", "F", "F", "F", "F", "H", "H", "H", "H"], "xyz": [[-0.82122, -0.65974, -0.24420], [1.03031, 1.45751, -0.42945], [0.09708, -1.66196, -0.11583], [-1.34303, -0.13443, 0.82612], [-1.33346, -0.55038, -1.43432], [1.71192, 0.96508, 0.65924], [1.94519, 1.72703, -1.35695], [0.45593, 2.62871, 0.02354], [0.53914, -2.26657, -0.87315], [0.77510, -1.36330, 0.54996], [-2.06232, 0.54249, 0.76689], [-0.99465, -0.68444, 1.62814]], "atomic_forces_ev_per_a": [[2.84, -0.26, -2.46], [-3.39, -2.58, -0.39], [0.25, -0.73, -0.45], [0.66, -1.97, 0.62], [-0.87, 0.20, 0.23], [0.91, 0.07, 0.85], [0.98, 0.98, -0.26], [0.71, 0.48, -0.07], [-1.44, 1.89, 0.99], [0.80, -0.09, 0.52], [-0.37, 0.69, 0.41], [-1.09, 1.32, 0.00]]}

=====

(5)
{"formula": "C2H7NO2", "method": "wB97M-V/def2-TZVPD", "spin_multiplicity": 1, "smiles": "NC=O.CO", "e_tot_ha": -285.61225, "e_homo_ev": -9.88, "symbols": ["C", "O", "H", "H", "H", "H", "C", "N", "O", "H", "H", "H"], "xyz": [[0.92453, 0.81340, 1.38097], [0.13358, 1.64465, 0.49597], [1.94154, 1.19527, 1.39801], [0.54460, 0.89577, 2.39861], [0.83273, -0.18938, 1.01659], [0.34125, 2.54319, 0.78047], [-1.00658, -1.72937, -1.05273], [-0.79321, -0.42752, -1.51630], [-0.23125, -2.64134, -1.18663], [-1.98974, -1.90232, -0.58797], [-0.17372, -0.44953, -2.31557], [-0.52373, 0.24719, -0.81142]], "atomic_forces_ev_per_a": [[-0.52, 1.22, -0.02], [0.51, -0.07, 0.62], [0.31, -0.43, -0.17], [-0.15, -0.25, 0.09], [0.27, -0.55, -0.06], [-0.35, -0.02, -0.38], [0.17, 0.02, 0.21], [-0.29, -0.55, -0.46], [-0.14, -0.11, -0.38], [0.07, 0.22, 0.29], [0.45, 0.16, 0.33], [-0.33, 0.36, -0.07]]}